(1)
Computed, not measured: a molecular structure, C19H55N9NaO6P3 in a non-equilibrium geometry, with ωB97M-V/def2-TZVPD.

Results
Highest occupied orbital energy = -7.83 eV
Strongest force on any atom = 4.925 eV/A
Frontier orbital gap = 8.2 eV
LUMO = 0.355 eV

ORCA input file:
```
! RIJCOSX wB97M-V def2-TZVPD def2/J DEFGRID3
* xyz 0 1
P 2.44 -1.46 -1.72
P -3.39 -1.33 -0.45
P 1.45 2.60 1.60
Na -0.23 0.84 -1.40
O -1.46 3.00 -1.56
O -1.38 1.63 -3.34
O 0.98 1.54 0.66
O -2.24 3.65 -3.59
O -2.07 -0.74 -0.82
O 1.77 -0.34 -2.42
N 3.68 -0.94 -0.65
N 2.55 2.06 2.81
N 0.16 3.20 2.51
N 3.25 -2.60 -2.69
N 2.17 3.91 0.83
N -4.62 -0.21 -0.11
N -3.34 -2.19 1.00
N 1.40 -2.41 -0.77
N -4.03 -2.38 -1.62
C 3.58 -3.94 -2.18
C 1.32 4.60 -0.22
C -2.85 -3.58 1.04
C -1.09 2.46 2.36
C 4.63 -1.86 0.02
C -5.92 -0.63 0.40
C 0.24 4.41 3.35
C -3.47 -2.40 -2.95
C 4.12 0.44 -0.80
C 3.19 3.00 3.78
C 0.33 -3.18 -1.42
C 0.98 -1.84 0.52
C 2.19 0.78 3.44
C -3.30 -1.56 2.31
C 3.60 3.96 0.53
C -5.36 -3.01 -1.47
C -4.64 1.18 -0.61
C 4.19 -2.11 -3.72
C -1.65 2.72 -2.72
H -3.74 -1.56 -3.60
H 4.91 0.59 -0.06
H 4.07 2.98 0.63
H 3.41 3.93 3.27
H -3.96 -0.70 2.32
H 3.75 4.25 -0.52
H 4.62 -3.98 -1.84
H 0.33 -2.58 1.01
H -3.51 -2.32 3.06
H 0.61 -3.39 -2.46
H -2.55 -3.92 0.04
H -2.39 -2.52 -2.93
H -1.64 2.56 3.30
H -5.31 -3.88 -2.14
H 4.09 -2.73 0.41
H 0.33 4.73 0.22
H 1.60 0.91 4.36
H 1.86 -1.67 1.15
H -2.30 -1.18 2.58
H -3.60 -4.30 1.37
H -4.86 1.84 0.22
H 5.09 -1.25 0.79
H 1.61 0.20 2.72
H 3.26 1.09 -0.67
H -5.47 -3.21 -0.41
H -6.17 -2.39 -1.89
H 3.46 -4.67 -2.97
H -0.95 1.37 2.27
H 1.28 4.03 -1.14
H 0.64 4.22 4.36
H -5.86 -1.60 0.89
H -3.65 1.45 -0.99
H 4.13 -2.79 -4.58
H 1.78 5.57 -0.40
H 2.55 3.24 4.62
H 3.01 -4.14 -1.27
H -0.60 -2.61 -1.45
H -6.23 0.03 1.22
H 0.80 5.16 2.82
H -0.79 4.68 3.58
H -5.34 1.27 -1.44
H -2.32 3.29 -4.46
H -6.73 -0.60 -0.34
H -3.85 -3.30 -3.45
H 4.14 2.55 4.08
H 4.51 0.72 -1.79
H 5.40 -2.29 -0.62
H 3.09 0.19 3.64
H 3.92 -1.08 -3.95
H 0.42 -0.90 0.45
H 0.25 -4.12 -0.85
H 5.22 -2.19 -3.36
H -1.92 -3.68 1.62
H -1.66 2.74 1.47
H 4.11 4.68 1.17
*
```

(2)
Computed, not measured: 10 unconnected molecules or ions with the total composition C56H129N7O10 in a non-equilibrium geometry, with ωB97M-V/def2-TZVPD.

Results
Structure (SMILES) = CC1(C)CCCC(C)(C)N1O.CC1(C)CCCC(C)(C)N1O.CC1(C)CCCC(C)(C)N1O.CC1(C)CCCC(C)(C)N1O.CC1(C)CCCC(C)(C)N1O.COC[C@H](C)N.COC[C@H](C)N.CO.CO.CO
Highest occupied orbital energy = -7.66 eV
Strongest force on any atom = 3.287 eV/A
Frontier orbital gap = 8.2 eV
LUMO = 0.516 eV

ORCA input file:
```
! RIJCOSX wB97M-V def2-TZVPD def2/J DEFGRID3
* xyz 0 1
O 2.59 -2.80 -0.72
O -4.75 2.02 -0.85
O 3.21 0.42 1.27
O -0.83 1.59 -6.35
O 1.36 6.03 2.60
O -2.58 -3.39 -0.54
O 0.87 -1.15 0.77
O 5.63 -1.74 6.56
O 5.06 -1.04 -4.88
O -2.48 -1.16 2.40
N 1.07 5.85 1.23
N 0.18 2.49 -5.98
N -6.87 1.79 2.23
N 2.75 -3.98 -0.01
N -1.54 -1.29 3.44
N -3.70 -2.85 -1.31
N 3.41 0.31 4.47
C 0.61 7.04 0.45
C -4.90 -2.18 0.61
C -3.35 2.00 -1.18
C 4.00 -5.34 1.61
C 0.81 2.05 -4.69
C 1.30 3.42 1.50
C -0.82 1.08 3.29
C -0.29 3.99 -7.74
C 4.02 -2.91 1.77
C -0.97 4.41 1.62
C 0.24 4.24 -0.62
C -3.23 -4.24 -3.28
C -0.40 5.41 -1.42
C 2.19 -6.38 0.35
C 2.13 -5.19 -0.60
C 1.62 0.79 -4.99
C 2.83 -5.58 -1.91
C -2.96 -2.80 4.88
C -0.31 -0.19 5.29
C -0.48 -2.80 5.06
C -5.04 -2.96 -0.70
C -4.62 -2.20 -3.61
C 5.82 -2.04 7.92
C 1.77 3.17 -4.27
C -6.00 -2.67 -3.07
C 3.57 -6.63 0.95
C 1.62 2.32 -7.95
C 0.20 -0.49 -0.31
C -2.67 0.48 4.96
C 0.39 6.69 -1.08
C 1.70 8.10 0.46
C -6.61 1.72 0.75
C 4.69 -0.72 6.28
C -0.67 7.64 1.08
C 5.21 -4.10 -0.13
C 3.64 1.02 0.03
C -1.42 -3.65 3.00
C -6.10 -2.29 -1.60
C 0.38 4.54 0.93
C -1.39 0.00 4.21
C -2.27 -1.92 -3.11
C -3.45 -2.80 -2.81
C 0.63 -4.85 -0.73
C -7.57 2.70 0.05
C 5.67 -0.44 3.83
C 5.07 -0.69 -3.51
C 4.41 -0.72 4.72
C -0.48 -1.58 6.04
C 0.86 3.25 -7.06
C 4.00 -4.05 0.75
C 1.88 4.25 -6.51
C -0.20 1.82 -3.52
C -5.36 -4.40 -0.42
C -1.65 -2.58 4.10
C 2.70 3.71 -5.38
C -5.11 1.98 0.54
H 6.15 -1.41 3.75
H -2.83 2.90 -0.85
H 5.80 -0.56 -5.26
H 2.92 -4.76 -2.62
H -1.31 -4.69 3.32
H 1.35 5.16 -6.22
H -1.01 2.55 -3.63
H 3.53 0.26 -0.74
H -1.48 1.31 2.45
H 0.40 0.58 -0.29
H -4.44 -1.19 0.59
H -2.90 0.01 5.91
H -0.31 0.60 6.04
H 3.53 -7.44 1.68
H -3.03 -2.31 5.85
H -6.04 -3.74 -3.29
H 0.68 -0.83 -1.23
H -3.23 1.91 -2.25
H 1.01 -0.11 -5.13
H -1.39 -1.56 6.64
H -4.64 -2.30 -4.70
H 3.73 -0.89 6.76
H 3.30 4.48 -4.89
H 2.61 7.66 0.07
H -6.36 -4.48 0.01
H 6.03 -1.17 8.54
H -7.26 2.79 -0.99
H 0.47 -4.07 -1.47
H 4.97 -5.48 2.10
H -0.79 4.75 -7.13
H 2.62 -0.28 0.98
H -3.55 0.49 4.32
H 0.38 -1.66 6.70
H -0.65 2.01 3.84
H -0.65 0.83 -3.59
H 0.66 -0.14 4.80
H 5.97 -1.01 -2.98
H -0.38 5.35 -2.51
H -1.45 5.40 -1.14
H 0.99 1.52 -8.32
H 2.29 0.87 -5.85
H 4.81 -3.16 2.47
H 2.32 6.16 2.60
H 2.62 4.62 -7.22
H -0.68 -3.77 5.52
H 1.37 -6.28 1.06
H -1.64 2.10 -6.27
H 4.24 -1.18 -3.00
H -2.34 -3.67 2.41
H 0.27 -4.47 0.23
H 0.14 0.86 2.84
H -4.58 -1.13 -3.44
H 0.14 4.46 -8.62
H 2.22 0.46 -4.14
H 0.36 -1.20 1.58
H -0.87 -0.73 -0.25
H -4.68 -4.92 0.25
H -0.84 4.64 2.67
H 1.34 3.34 2.59
H -6.55 0.90 2.60
H -1.53 3.48 1.56
H -2.13 -1.76 -4.18
H -1.03 3.33 -8.19
H 1.97 -2.30 -0.18
H 6.54 -2.82 8.17
H -1.56 7.16 0.66
H 4.35 -6.85 0.23
H -2.99 -3.84 5.18
H 3.80 -6.04 -1.70
H -0.67 7.54 2.17
H -2.90 1.12 -0.71
H 0.95 2.42 1.23
H -0.72 8.69 0.79
H -5.89 -1.90 0.97
H -3.17 -4.21 -4.37
H 2.01 -7.31 -0.19
H -4.49 -2.79 1.42
H 4.82 0.36 -3.41
H -4.03 -4.94 -3.04
H -7.87 1.78 2.42
H 4.34 -1.97 1.32
H 5.26 -4.94 -0.82
H 1.95 2.82 -8.86
H -2.26 -4.58 -2.92
H 1.24 3.98 -3.77
H 3.31 0.28 3.46
H -8.52 2.18 0.15
H 1.36 6.67 -1.56
H -5.50 -5.02 -1.30
H 1.21 3.87 -0.95
H -3.32 -1.21 2.88
H 2.55 1.91 -7.56
H 0.46 -2.91 4.53
H -6.87 -2.30 -3.61
H 5.04 0.26 6.59
H 2.29 3.46 1.04
H 2.37 -6.41 -2.44
H 3.82 1.24 4.50
H -7.70 3.65 0.59
H -4.71 2.91 0.96
H -1.66 5.16 1.23
H 0.03 -5.74 -0.91
H 4.01 -1.68 4.40
H 4.84 -2.43 8.21
H 2.45 2.72 -3.54
H 6.47 0.22 4.17
H 3.06 -2.66 2.24
H 5.34 -0.06 2.86
H 2.00 8.47 1.43
H -6.14 -1.21 -1.45
H 4.61 1.49 0.20
H 0.34 1.79 -2.57
H 3.43 2.94 -5.66
H -2.34 -0.95 -2.61
H 1.37 8.98 -0.09
H -6.75 0.69 0.42
H 2.94 1.81 -0.25
H -2.56 1.52 5.27
H 3.26 -5.09 2.36
H 6.12 -4.15 0.47
H -0.66 -3.36 2.27
H -0.38 3.38 -0.86
H -0.08 7.57 -1.53
H 5.22 -3.15 -0.65
H -2.15 -2.66 -0.08
H -1.45 -2.50 -2.71
H -4.57 1.17 1.03
H -7.07 -2.66 -1.27
H -3.86 -2.56 4.31
*
```

(3)
Computed, not measured: 11 unconnected molecules or ions with the total composition C33H61FO13 in a non-equilibrium geometry, with ωB97M-V/def2-TZVPD.

Results
Structure (SMILES) = C#COC(=O)OF.CC(C)=O.CC(C)=O.CC(C)=O.CC(C)=O.CC(C)=O.CC(C)=O.CC(C)=O.CC(C)=O.CC(C)=O.CC(C)=O
Highest occupied orbital energy = -8.80 eV
Strongest force on any atom = 3.106 eV/A
Frontier orbital gap = 8.1 eV
LUMO = -0.742 eV

ORCA input file:
```
! RIJCOSX wB97M-V def2-TZVPD def2/J DEFGRID3
* xyz 0 1
F 3.74 -3.28 -0.90
O 3.41 -6.28 -0.37
O 3.62 1.94 5.68
O -2.29 1.62 0.28
O 4.69 -5.90 -2.20
O -0.76 -2.54 -1.71
O 2.68 -1.30 2.97
O -5.88 8.38 -3.06
O -4.19 5.58 1.02
O -2.83 0.60 -5.30
O 1.38 -0.10 -3.20
O 2.96 -4.28 -1.42
O 6.09 -3.87 2.40
O 3.69 -9.31 3.73
C 1.62 -2.46 -3.43
C -1.14 -2.60 -0.56
C -7.90 9.48 -3.64
C -1.50 3.86 0.38
C -1.75 2.54 -0.30
C -4.96 6.40 0.57
C 3.66 -5.53 -1.29
C 1.48 -8.43 3.77
C -0.46 -1.19 -4.26
C 4.19 0.41 2.32
C 5.93 -5.66 -1.57
C 6.98 -5.11 -1.23
C 5.41 -2.72 4.36
C -2.96 -0.88 -7.16
C -5.59 10.57 -3.93
C -1.35 -3.93 0.12
C -6.41 9.38 -3.50
C 0.89 -1.15 -3.59
C 3.10 -0.59 2.08
C 5.50 -5.29 4.21
C 2.99 1.18 6.39
C -1.43 -1.36 0.23
C 2.42 -0.10 5.84
C 2.75 1.49 7.84
C -4.61 1.07 -6.81
C 2.54 -0.68 0.69
C -4.54 7.39 -0.47
C 3.34 -7.46 2.28
C 5.71 -3.95 3.55
C 2.91 -8.48 3.30
C -1.31 2.40 -1.74
C -6.39 6.46 1.05
C -3.41 0.29 -6.32
H 3.22 2.44 8.10
H -3.76 -1.62 -7.23
H 5.75 -6.08 3.51
H -0.42 4.07 0.40
H -0.36 -1.58 -5.27
H 1.76 -1.45 0.66
H -8.28 10.30 -3.04
H 4.36 -2.72 4.67
H -3.49 7.23 -0.72
H -2.02 4.66 -0.15
H -5.14 7.26 -1.38
H 1.28 -7.47 4.24
H -1.83 3.14 -2.36
H 4.50 0.37 3.37
H 3.33 -0.97 -0.01
H -1.87 3.82 1.40
H -0.23 2.54 -1.81
H 2.10 0.27 0.40
H -4.53 10.36 -3.78
H 5.60 -1.83 3.75
H -2.48 -1.35 0.54
H 1.81 -2.90 -4.41
H -7.07 6.29 0.22
H -2.39 -4.04 0.43
H -4.41 1.50 -7.79
H 2.84 -0.95 6.37
H -0.86 -0.18 -4.31
H -6.56 5.69 1.81
H 3.22 -6.45 2.69
H -2.68 -0.53 -8.16
H -8.36 8.55 -3.30
H -4.66 8.41 -0.09
H -1.14 -1.81 -3.68
H -1.24 -0.48 -0.39
H -8.17 9.63 -4.69
H 1.31 -9.22 4.51
H -0.78 -1.32 1.11
H -5.75 10.77 -4.99
H 4.39 -7.61 2.03
H -0.69 -4.00 0.99
H -4.82 1.88 -6.11
H 2.58 -2.27 -2.93
H -1.56 1.40 -2.10
H 1.68 1.56 8.04
H 2.75 -7.57 1.37
H 6.06 -2.68 5.24
H 1.04 -3.13 -2.81
H 0.81 -8.59 2.93
H 3.20 0.70 8.46
H -5.87 11.45 -3.34
H 7.89 -4.48 -0.99
H 3.83 1.42 2.11
H 2.66 -0.18 4.78
H -6.59 7.44 1.50
H -1.10 -4.74 -0.57
H -2.09 -1.34 -6.70
H 4.46 -5.40 4.51
H 1.33 -0.09 5.95
H 5.06 0.18 1.70
H 6.15 -5.37 5.09
H -5.48 0.41 -6.86
*
```

(4)
Computed, not measured: 2 unconnected molecules or ions with the total composition C2HBrClFIN in a non-equilibrium geometry, with ωB97M-V/def2-TZVPD.

Results
Highest occupied orbital energy = -8.68 eV
Strongest force on any atom = 4.870 eV/A
Frontier orbital gap = 8.8 eV
LUMO = 0.084 eV

ORCA input file:
```
! RIJCOSX wB97M-V def2-TZVPD def2/J DEFGRID3
* xyz 0 1
I -1.31 2.22 0.05
Br -2.00 -0.85 -0.50
Cl 1.28 -1.87 0.67
F -1.24 0.03 1.89
N 1.29 0.31 -0.93
C 0.96 -0.43 -0.07
C -1.01 0.23 0.56
H 2.04 0.36 -1.66
*
```

(5)
Computed, not measured: a molecular structure, C14H22MnN6OS, with ωB97M-V/def2-TZVPD.

Results
Highest occupied orbital energy (alpha / beta) = -12.18 / -12.19 eV
Expectation value of S² = 8.7596
Strongest force on any atom = 0.895 eV/A
Frontier orbital gap (alpha / beta) = 4.6 / 4.6 eV
LUMO (alpha / beta) = -7.548 / -7.612 eV

ORCA input file:
```
! RIJCOSX wB97M-V def2-TZVPD def2/J DEFGRID3
* xyz 2 6
Mn 0.74 0.34 0.13
S -1.82 0.67 1.28
O 1.20 1.81 -1.34
N -0.83 -0.33 -1.50
N -2.63 1.29 -1.30
N 1.72 -1.08 -0.84
N 1.47 2.43 -3.49
N -0.65 1.81 -2.68
N -4.22 1.31 0.41
C 3.86 -2.07 -1.30
C 2.91 2.58 -3.29
C 3.01 -1.45 -0.48
C 3.40 -2.37 -2.63
C -0.61 -1.35 -3.82
C -2.94 1.08 0.18
C 1.26 -1.32 -2.12
C -0.53 2.98 -4.79
C 0.72 2.02 -2.48
C 0.01 -0.93 -2.51
C -1.33 1.99 -3.97
C -1.15 1.10 -1.58
C 2.16 -2.01 -3.02
C 0.92 2.55 -4.85
H -0.94 3.04 -5.80
H -1.42 1.04 -4.49
H 1.52 3.29 -5.38
H -0.56 -2.43 -3.98
H -4.92 1.37 -0.31
H -4.56 1.21 1.37
H -0.77 1.66 -0.73
H 3.41 1.61 -3.35
H -0.60 3.98 -4.34
H 4.05 -2.89 -3.32
H -2.33 2.39 -3.80
H 3.30 3.24 -4.06
H 1.02 1.60 -5.37
H -3.18 0.63 -1.87
H -2.92 2.24 -1.56
H 3.30 -1.23 0.54
H 1.81 -2.25 -4.02
H 3.11 3.02 -2.31
H -1.68 -1.09 -3.85
H -1.66 -0.90 -1.31
H 4.85 -2.35 -0.97
H -0.16 -0.88 -4.70
*
```